No. 1
A structure of composition C40H30F6GeIN4O10S2Zr in a non-equilibrium geometry. Source: the Open Molecules 2025 dataset; level of theory: the ωB97M-V functional and the def2-TZVPD basis.

Summary:
E   -6331.229143 Ha
Total charge   -1
Energy above the lowest of the compared OMol25 structures with the same formula, charge and spin   1.984 eV
Highest occupied orbital energy   -0.1451 Eh
Gap between HOMO and LUMO   5.974 eV

```
95
Properties=species:S:1:pos:R:3:lowdin_charge:R:1
Zr 1.33 -0.21 0.19 1.805
O 2.52 -4.03 1.42 0.098
C 1.68 -3.02 1.07 -0.462
O 2.19 -2.09 0.32 -0.207
C 0.37 -3.02 1.39 -0.180
C -0.32 -3.80 2.40 -0.019
C -1.34 -3.24 3.07 -0.081
C -1.62 -1.82 2.87 -0.007
C -1.14 -1.20 1.79 -0.184
N -0.42 -1.96 0.82 -0.107
C -1.10 0.31 1.69 -0.576
O -1.54 1.03 2.55 0.087
O -0.48 0.72 0.59 -0.284
H 3.40 -3.72 1.16 0.116
H 0.03 -4.80 2.65 0.108
H -1.86 -3.79 3.85 0.086
H -2.11 -1.22 3.63 0.117
F 5.67 -0.59 -3.22 0.158
C 5.37 -0.53 -1.93 -0.693
F 6.16 0.35 -1.34 0.168
F 5.53 -1.72 -1.37 0.166
S 3.62 -0.07 -1.74 0.656
O 3.43 0.25 -0.30 -0.408
O 2.82 -1.15 -2.24 -0.256
N 3.54 1.28 -2.58 -0.263
S 2.08 1.93 -2.51 0.666
O 2.07 3.32 -2.21 -0.223
O 1.16 1.02 -1.78 -0.416
C 1.58 1.82 -4.27 -0.692
F 1.82 0.62 -4.76 0.157
F 2.29 2.71 -4.95 0.145
F 0.29 2.11 -4.36 0.157
C -0.26 -1.61 -0.61 -0.346
Ge -1.95 -1.08 -1.43 1.018
C -3.16 -2.63 -1.33 -0.241
C -4.54 -2.54 -1.18 -0.107
C -5.34 -3.68 -1.13 -0.100
C -4.77 -4.93 -1.24 -0.110
C -3.39 -5.05 -1.39 -0.095
C -2.60 -3.90 -1.44 -0.099
C -3.02 0.44 -0.84 -0.265
C -2.93 1.65 -1.54 -0.113
C -3.65 2.77 -1.14 -0.096
C -4.47 2.70 -0.02 -0.098
C -4.58 1.51 0.68 -0.080
C -3.86 0.39 0.28 -0.118
C -1.70 -0.87 -3.36 -0.256
C -2.75 -0.45 -4.17 -0.108
C -2.64 -0.48 -5.56 -0.094
C -1.48 -0.97 -6.15 -0.103
C -0.43 -1.41 -5.36 -0.101
C -0.54 -1.34 -3.97 -0.104
H 0.06 -2.51 -1.15 0.057
H -5.02 -1.57 -1.10 0.088
H -6.41 -3.58 -1.01 0.094
H -5.38 -5.82 -1.20 0.092
H -2.93 -6.02 -1.47 0.096
H -1.53 -4.01 -1.55 0.093
H -2.28 1.73 -2.40 0.096
H -3.56 3.70 -1.69 0.097
H -5.03 3.58 0.30 0.094
H -5.20 1.45 1.57 0.102
H -3.93 -0.52 0.86 0.106
H -3.68 -0.10 -3.73 0.100
H -3.47 -0.14 -6.17 0.095
H -1.40 -1.01 -7.23 0.094
H 0.47 -1.79 -5.82 0.101
H 0.30 -1.68 -3.37 0.090
I 2.38 3.11 8.36 0.819
C 2.41 1.99 6.59 -0.746
C 3.49 1.14 6.35 -0.156
C 3.51 0.42 5.17 -0.016
C 2.48 0.54 4.25 -0.121
C 1.41 1.38 4.51 0.007
C 1.37 2.12 5.69 -0.139
C 2.57 -0.21 2.94 -0.557
O 3.63 -0.68 2.57 0.066
O 1.45 -0.20 2.25 -0.182
H 4.28 1.04 7.08 0.086
H 4.34 -0.24 4.94 0.118
H 0.60 1.44 3.80 0.108
H 0.54 2.78 5.89 0.092
N -0.10 3.41 0.10 0.163
C 1.14 3.55 0.66 -0.377
C 1.63 4.83 0.98 -0.028
C 2.88 4.97 1.51 -0.081
C 3.65 3.82 1.74 -0.072
C 3.10 2.61 1.39 -0.138
N 1.87 2.45 0.86 0.086
H -0.71 4.21 0.14 0.099
H -0.53 2.49 0.15 0.060
H 1.00 5.70 0.78 0.106
H 3.26 5.95 1.76 0.103
H 4.64 3.87 2.17 0.098
H 3.67 1.71 1.55 0.094
```

***

No. 2
A structure of composition C3H5N3O in a non-equilibrium geometry. Source: the Open Molecules 2025 dataset; level of theory: the ωB97M-V functional and the def2-TZVPD basis.

Summary:
E   -356.776205 Ha
Energy above the lowest of the compared OMol25 structures with the same formula, charge and spin   2.209 eV
Highest occupied orbital energy   -0.2722 Eh
Gap between HOMO and LUMO   8.272 eV

```
12
Properties=species:S:1:pos:R:3:lowdin_charge:R:1
N 1.95 -0.11 -0.14 0.132
C 0.59 -0.03 -0.17 -0.401
C -0.18 1.05 0.03 -0.082
N -1.51 0.73 -0.48 0.077
C -1.43 -0.57 0.07 -0.535
O -1.91 -0.90 1.11 0.117
N -0.24 -1.12 -0.52 0.144
H 2.46 -0.96 -0.16 0.087
H 2.44 0.74 0.09 0.099
H 0.08 2.00 0.45 0.106
H -2.26 1.23 -0.02 0.119
H 0.00 -2.06 -0.24 0.135
```

***

No. 3
A structure of composition C4H13N2. Source: the Open Molecules 2025 dataset; level of theory: the ωB97M-V functional and the def2-TZVPD basis.

Summary:
E   -269.457861 Ha
Total charge   +1
Energy above the lowest of the compared OMol25 structures with the same formula, charge and spin   1.165 eV
Highest occupied orbital energy   -0.5496 Eh
Gap between HOMO and LUMO   11.419 eV

```
19
Properties=species:S:1:pos:R:3:lowdin_charge:R:1
C -1.39 -0.08 1.83 -0.079
C -1.33 -1.18 0.79 -0.252
N -1.20 -0.62 -0.59 0.037
H -2.17 0.65 1.58 0.084
H -1.66 -0.51 2.79 0.088
H -0.45 0.47 1.91 0.060
H -0.47 -1.83 0.96 0.118
H -2.22 -1.80 0.86 0.117
H -1.34 -1.36 -1.27 0.127
H -1.97 0.04 -0.75 0.130
C 1.88 0.90 0.13 -0.040
C 1.56 0.59 -2.20 0.089
N 1.13 0.41 -1.04 -0.066
H 1.88 0.14 0.89 0.088
H 1.34 1.77 0.53 0.100
H 2.90 1.17 -0.15 0.097
H 2.51 1.09 -2.41 0.110
H 0.99 0.23 -3.05 0.106
H 0.01 -0.09 -0.82 0.086
```

***

No. 4
A structure of composition C9H20FN2Nb in a non-equilibrium geometry. Source: the Open Molecules 2025 dataset; level of theory: the ωB97M-V functional and the def2-TZVPD basis.

Summary:
E   -620.789990 Ha
Energy above the lowest of the compared OMol25 structures with the same formula, charge and spin   2.512 eV
Highest occupied orbital energy   -0.2264 Eh
Gap between HOMO and LUMO   4.726 eV

```
33
Properties=species:S:1:pos:R:3:lowdin_charge:R:1
C -1.93 1.01 1.45 -0.157
C -2.35 2.41 1.22 -0.277
C -3.84 2.97 0.88 -0.493
Nb -5.58 1.57 1.20 1.111
F -5.65 1.07 -0.91 -0.665
H -1.34 0.41 0.60 0.024
H -2.11 0.41 2.45 0.049
H -1.47 3.22 1.25 0.076
H -3.87 3.39 -0.24 0.058
H -4.01 3.93 1.57 0.030
H -6.74 2.95 0.85 -0.171
H -7.04 0.50 1.41 -0.206
H -4.56 0.13 1.59 -0.174
H -5.76 2.00 2.98 -0.172
C 3.28 -4.07 -1.00 -0.069
C 2.67 -3.16 0.05 -0.163
N 2.55 -1.78 -0.41 -0.050
C 1.42 -0.99 -0.35 0.026
C 1.77 0.25 -0.82 0.023
N 3.11 0.18 -1.16 -0.097
C 3.57 -1.05 -0.91 -0.011
C 3.92 1.27 -1.70 0.019
H 4.28 -3.73 -1.28 0.070
H 3.37 -5.09 -0.62 0.091
H 2.67 -4.09 -1.91 0.091
H 3.28 -3.16 0.96 0.135
H 1.67 -3.53 0.32 0.134
H 0.50 -1.40 0.03 0.134
H 1.24 1.18 -0.95 0.142
H 4.58 -1.40 -1.08 0.171
H 4.29 0.98 -2.68 0.107
H 4.76 1.44 -1.02 0.106
H 3.32 2.18 -1.78 0.106
```

***

No. 5
A cluster of 14 separate species, CH27O16 in total in a non-equilibrium geometry. Source: the Open Molecules 2025 dataset; level of theory: the ωB97M-V functional and the def2-TZVPD basis.

Summary:
E   -1258.277837 Ha
Total charge   -1
Energy above the lowest of the compared OMol25 structures with the same formula, charge and spin   0.275 eV
Highest occupied orbital energy   -0.2614 Eh
Gap between HOMO and LUMO   9.545 eV

```
44
Properties=species:S:1:pos:R:3:lowdin_charge:R:1
C 0.11 0.38 -0.80 -0.744
O 0.04 1.47 -0.18 -0.049
O 0.61 0.29 -2.01 0.175
O -0.27 -0.65 -0.29 0.003
H 0.91 1.08 -2.34 0.076
O -0.72 -2.88 2.70 -0.017
H -0.51 -2.08 2.32 -0.053
H -0.10 -3.12 3.38 0.052
O -1.74 2.61 1.89 -0.056
H -1.32 2.34 1.06 -0.017
H -2.69 2.77 1.76 0.075
O -0.03 4.19 0.38 -0.064
H 0.89 4.03 0.26 0.015
H -0.38 3.65 1.11 -0.002
O -2.71 -2.51 0.79 -0.027
H -2.14 -2.75 1.50 -0.014
H -2.24 -2.88 0.06 -0.011
O -3.25 0.17 0.63 -0.090
H -2.89 -0.73 0.61 -0.022
H -3.07 0.70 -0.19 0.027
O 1.24 -2.39 -2.53 -0.049
H 0.47 -2.94 -2.38 0.017
H 0.93 -1.50 -2.38 -0.011
O -2.31 2.36 -1.17 -0.070
H -1.40 2.06 -0.85 0.020
H -2.13 3.00 -1.84 0.025
O -0.80 -3.37 -0.98 -0.074
H -0.68 -2.39 -1.02 0.039
H -0.05 -3.70 -0.43 0.077
O 1.67 1.70 1.86 -0.068
H 1.64 0.93 2.35 -0.027
H 1.09 1.54 1.06 -0.004
O 2.88 2.68 -2.60 -0.065
H 3.61 3.26 -2.82 0.022
H 3.11 1.80 -3.02 0.066
O 1.85 -1.77 1.06 -0.033
H 1.14 -1.40 0.50 -0.003
H 1.61 -2.67 1.16 0.009
O -0.62 -0.10 2.22 -0.025
H -0.41 -0.09 1.30 -0.041
H -1.40 0.41 2.27 0.009
O 3.65 -1.24 -1.65 -0.053
H 2.85 -1.68 -1.81 -0.061
H 3.59 -0.57 -0.95 0.042
```

***

No. 6
An isolated molecule of C3H5ClN2O2 in a non-equilibrium geometry. Source: the Open Molecules 2025 dataset; level of theory: the ωB97M-V functional and the def2-TZVPD basis.

Summary:
E   -837.346667 Ha
Structure (SMILES)   [H]/N=C(/C)[C@@H](Cl)[N+](=O)[O-]
Energy above the lowest of the compared OMol25 structures with the same formula, charge and spin   5.269 eV
Highest occupied orbital energy   -0.3951 Eh
Gap between HOMO and LUMO   10.166 eV

```
13
Properties=species:S:1:pos:R:3:lowdin_charge:R:1
H 0.12 -1.53 2.17 0.101
N 0.09 -1.55 1.11 0.184
C -0.14 -0.45 0.64 -0.515
C -0.08 -0.19 -0.83 -0.018
C -0.59 0.82 1.30 -0.516
Cl -2.05 0.40 2.37 0.626
N 0.43 1.40 2.13 -0.450
O 1.09 2.19 1.51 0.107
O 0.65 0.95 3.23 0.081
H -0.49 -0.97 -1.33 0.058
H 1.00 -0.22 -1.07 0.112
H -0.35 0.81 -1.04 0.059
H -0.99 1.69 0.56 0.171
```